DFT (the ωB97M-V functional and the def2-TZVPD basis) results for a structure of composition C24H45ClO4P2V at a distorted geometry.

For the energy relative to the best compared isomer or geometry (same formula, charge and spin), the calculation gives 0.0 kJ/mol. Its LUMO energy (alpha / beta) is -2.76 / -7.00 eV. The HOMO-LUMO gap (alpha / beta) comes out at 7.283 / 2.961 eV.

Geometry as ORCA input:
```
! RIJCOSX wB97M-V def2-TZVPD def2/J DEFGRID3
* xyz 1 3
V -0.02 1.20 -1.75
C 1.59 2.13 -0.44
C 0.63 3.07 -1.03
C -0.24 2.21 0.98
C 1.06 1.71 0.84
C -0.60 2.90 -0.24
C 3.00 1.93 -0.87
H 3.10 2.00 -1.96
H 3.38 0.94 -0.56
H 3.65 2.70 -0.42
C 1.89 1.13 1.93
H 2.67 0.47 1.53
H 1.30 0.55 2.65
H 2.40 1.93 2.50
C -1.00 2.31 2.27
H -1.00 3.35 2.65
H -0.57 1.69 3.07
H -2.06 2.02 2.17
C -1.90 3.58 -0.48
H -1.76 4.55 -0.97
H -2.43 3.74 0.47
H -2.56 2.99 -1.12
C 0.81 3.81 -2.30
H 1.41 4.72 -2.15
H -0.15 4.13 -2.74
H 1.35 3.20 -3.05
C 0.20 -0.69 -1.80
C 1.18 0.02 -2.69
C 0.86 0.24 -4.15
C -0.40 1.06 -4.46
C -1.07 1.70 -3.27
C -1.85 0.89 -2.28
C -2.17 -0.55 -2.65
C -0.95 -1.45 -2.44
H 0.80 -0.75 -4.65
H -1.11 0.42 -5.03
H 1.73 0.74 -4.61
H -0.63 -1.90 -3.39
H 0.53 -1.05 -0.81
H 2.24 -0.12 -2.51
H -1.23 -2.29 -1.79
H -3.01 -0.92 -2.05
H -2.61 1.39 -1.66
H -2.50 -0.62 -3.70
H -0.11 1.86 -5.15
H -1.42 2.72 -3.47
P 2.16 -2.76 1.38
C 3.41 -2.30 2.59
H 4.17 -3.10 2.62
H 2.95 -2.18 3.59
H 3.90 -1.37 2.29
C 1.84 -4.51 1.72
H 2.77 -5.09 1.64
H 1.10 -4.87 1.00
H 1.44 -4.60 2.74
C 3.00 -2.67 -0.22
H 2.26 -2.73 -1.03
H 3.70 -3.51 -0.27
H 3.55 -1.72 -0.31
P -2.74 -0.94 1.33
C -4.32 -0.04 1.13
H -5.16 -0.75 1.20
H -4.29 0.41 0.12
H -4.40 0.75 1.89
C -3.12 -2.55 0.58
H -3.60 -2.40 -0.40
H -3.79 -3.06 1.28
H -2.18 -3.11 0.44
C -2.34 -1.25 3.08
H -3.05 -1.96 3.52
H -2.30 -0.28 3.60
H -1.31 -1.67 3.05
O 2.04 -1.91 5.18
Cl 0.55 -1.62 5.18
O 0.05 -1.73 6.57
O 0.35 -0.22 4.67
O 0.91 -1.92 1.38
*
```

***

DFT (the ωB97M-V functional and the def2-TZVPD basis) results for the ion C3H9N2S with charge +1 at a distorted geometry.

As for the SMILES: N/C=[NH+]/CCS. For the energy relative to the best compared isomer or geometry (same formula, charge and spin), the calculation gives 101.1 kJ/mol. Its LUMO energy is -3.39 eV. The HOMO-LUMO gap comes out at 9.514 eV.

Geometry as ORCA input:
```
! RIJCOSX wB97M-V def2-TZVPD def2/J DEFGRID3
* xyz 1 1
N -2.63 -1.18 -0.10
C -1.84 -0.19 0.09
N -0.55 -0.24 -0.08
C 0.40 0.88 -0.08
C 1.81 0.59 0.50
S 2.96 -0.87 -0.12
H -2.20 -2.00 -0.38
H -3.62 -1.15 0.13
H -2.24 0.79 0.41
H -0.04 -1.03 -0.47
H 0.00 1.77 0.42
H 0.34 0.90 -1.14
H 2.51 1.43 0.28
H 1.77 0.39 1.63
H 3.31 -0.08 -1.08
*
```

***

DFT (the ωB97M-V functional and the def2-TZVPD basis) results for a structure of composition C14H35FN4O4Pt at a distorted geometry.

For the energy relative to the best compared isomer or geometry (same formula, charge and spin), the calculation gives 0.0 kJ/mol. Its LUMO energy (alpha / beta) is -2.33 / -3.08 eV. The HOMO-LUMO gap (alpha / beta) comes out at 6.767 / 7.931 eV.

Geometry as ORCA input:
```
! RIJCOSX wB97M-V def2-TZVPD def2/J DEFGRID3
* xyz 1 4
Pt 1.13 -8.58 -8.23
C 5.30 -11.36 -8.79
C 5.38 -10.12 -9.74
N 6.45 -9.03 -9.43
C 7.74 -9.68 -8.95
C 6.72 -8.11 -10.65
C 7.27 -8.86 -11.84
C 5.79 -8.08 -8.40
C 6.75 -7.11 -7.72
O 7.94 -7.60 -7.19
C 8.80 -6.48 -6.80
H 6.05 -12.15 -8.88
H 4.30 -11.80 -8.86
H 5.25 -11.07 -7.74
H 4.44 -9.58 -9.88
H 5.61 -10.39 -10.77
H 7.91 -10.43 -9.71
H 7.57 -10.13 -7.97
H 8.68 -9.14 -8.89
H 7.44 -7.33 -10.40
H 5.78 -7.66 -10.99
H 8.24 -9.32 -11.65
H 7.50 -8.07 -12.56
H 6.57 -9.54 -12.32
H 5.45 -8.70 -7.57
H 4.90 -7.60 -8.81
H 6.14 -6.61 -6.98
H 6.90 -6.25 -8.38
H 8.26 -5.98 -5.99
H 8.89 -5.68 -7.53
H 9.72 -6.90 -6.40
F 2.53 -10.17 -7.76
O 4.13 -13.56 -3.89
C 3.67 -13.00 -4.91
N 4.15 -11.83 -5.26
C 2.46 -13.53 -5.61
H 4.85 -11.34 -4.70
H 3.67 -11.41 -6.04
H 2.74 -13.89 -6.61
H 1.87 -12.62 -5.67
H 1.97 -14.33 -5.05
O 0.16 -9.80 -9.71
C 0.60 -10.30 -10.75
N 1.68 -11.09 -10.70
C -0.20 -10.07 -12.05
H 2.12 -10.90 -9.81
H 2.24 -11.16 -11.53
H 0.20 -10.22 -13.05
H -0.35 -8.99 -12.02
H -1.15 -10.60 -12.08
O -0.32 -9.37 -6.75
C -0.77 -10.52 -6.62
N -0.16 -11.49 -7.18
C -1.90 -10.78 -5.61
H 0.70 -11.18 -7.61
H -0.67 -12.31 -7.47
H -1.67 -11.78 -5.24
H -2.88 -10.68 -6.07
H -2.00 -10.07 -4.79
*
```

***

DFT (the ωB97M-V functional and the def2-TZVPD basis) results for a structure of composition C19H27NRe.

Its LUMO energy (alpha / beta) is -16.88 / -16.62 eV. The HOMO-LUMO gap (alpha / beta) comes out at 6.301 / 6.611 eV.

Geometry as ORCA input:
```
! RIJCOSX wB97M-V def2-TZVPD def2/J DEFGRID3
* xyz 4 2
Re -0.14 0.60 -0.66
C -3.17 -1.27 -3.02
C -1.77 -1.02 -3.55
C -1.81 -0.55 -5.05
C -1.02 0.08 -2.89
C 0.40 0.09 -2.79
C 1.14 1.26 -2.38
C 0.48 2.47 -2.02
C 1.21 3.73 -1.76
C -0.94 2.34 -1.80
C -1.67 1.17 -2.21
H -3.59 -2.13 -3.54
H -3.85 -0.44 -3.21
H -3.17 -1.51 -1.95
H -1.16 -1.92 -3.52
H -2.38 0.37 -5.17
H -2.32 -1.34 -5.60
H -0.81 -0.43 -5.48
H 0.97 -0.78 -3.12
H 2.22 1.22 -2.40
H 2.25 3.57 -1.49
H 0.70 4.37 -1.04
H 1.21 4.27 -2.72
H -1.48 3.18 -1.37
H -2.75 1.15 -2.09
C 1.07 -2.87 3.87
N 2.14 -1.84 3.63
C 3.50 -2.50 3.55
C 1.90 -1.01 2.40
C 0.66 -0.12 2.44
C 0.17 0.46 3.59
C -0.94 1.34 3.62
C -1.63 1.69 2.47
C -1.14 1.13 1.29
C -0.01 0.31 1.26
H 1.29 -3.37 4.81
H 1.10 -3.58 3.06
H 0.10 -2.39 3.94
H 2.18 -1.23 4.45
H 3.50 -3.17 2.70
H 3.65 -3.06 4.47
H 4.26 -1.73 3.46
H 1.84 -1.72 1.58
H 2.78 -0.39 2.26
H 0.65 0.28 4.54
H -1.26 1.74 4.57
H -2.52 2.30 2.50
H -1.82 1.23 0.39
*
```

***

DFT (the ωB97M-V functional and the def2-TZVPD basis) results for a structure of composition C24H43BrHfP2 at a distorted geometry.

For the energy relative to the best compared isomer or geometry (same formula, charge and spin), the calculation gives 0.0 kJ/mol. Its LUMO energy is -8.20 eV. The HOMO-LUMO gap comes out at 5.324 eV.

Geometry as ORCA input:
```
! RIJCOSX wB97M-V def2-TZVPD def2/J DEFGRID3
* xyz 2 1
Hf -0.25 -1.48 1.58
C 0.17 1.89 3.46
C -0.93 1.66 2.63
C -0.27 -0.36 3.63
C 0.66 0.67 3.97
C -1.23 0.23 2.65
C 0.67 3.25 3.88
H 0.57 4.04 3.11
H 1.73 3.19 4.19
H 0.14 3.62 4.77
C 1.84 0.52 4.86
H 2.65 1.23 4.63
H 2.28 -0.48 4.81
H 1.56 0.73 5.91
C -0.55 -1.64 4.40
H -1.32 -1.50 5.19
H 0.37 -1.94 4.95
H -0.94 -2.50 3.76
C -2.62 -0.36 2.50
H -3.12 -0.25 3.49
H -2.68 -1.46 2.24
H -3.23 0.22 1.77
C -1.85 2.67 2.08
H -2.74 2.73 2.72
H -2.16 2.40 1.06
H -1.37 3.66 2.05
C 1.11 2.10 0.21
C 0.49 3.29 0.20
C -0.17 3.99 -0.96
C -0.82 3.05 -2.02
C -1.87 2.30 -1.26
C -1.77 1.04 -0.85
C -0.49 0.27 -0.82
C 0.95 0.89 -0.66
H 0.63 4.57 -1.44
H -0.07 2.37 -2.44
H -0.92 4.67 -0.53
H 1.43 1.06 -1.65
H 1.74 1.88 1.07
H 0.62 3.93 1.09
H 1.57 0.05 -0.24
H -0.66 -0.55 0.04
H -2.67 0.50 -0.55
H -0.49 -0.30 -1.77
H -1.22 3.65 -2.87
H -2.82 2.85 -1.17
P 1.52 -1.11 -3.04
P -0.20 -3.26 -1.72
C 1.06 -2.53 -4.17
C 0.63 -3.75 -3.35
H 1.94 -2.74 -4.81
H 0.24 -2.18 -4.82
H -0.09 -4.34 -3.95
H 1.50 -4.39 -3.16
C -0.72 -4.98 -1.35
H -1.57 -4.95 -0.66
H 0.11 -5.52 -0.88
H -1.01 -5.49 -2.28
C -1.76 -2.81 -2.62
H -1.89 -3.50 -3.46
H -1.74 -1.78 -2.99
H -2.61 -2.92 -1.94
C 3.33 -1.43 -3.07
H 3.84 -0.77 -2.36
H 3.73 -1.25 -4.08
H 3.54 -2.47 -2.79
C 1.52 0.21 -4.35
H 0.68 0.08 -5.04
H 2.46 0.18 -4.92
H 1.43 1.20 -3.90
Br 2.09 -1.85 2.07
*
```

***

Please write out number 1 again, unchanged.
DFT (the ωB97M-V functional and the def2-TZVPD basis) results for a structure of composition C24H45ClO4P2V at a distorted geometry.

For the energy relative to the best compared isomer or geometry (same formula, charge and spin), the calculation gives 0.0 kJ/mol. Its LUMO energy (alpha / beta) is -2.76 / -7.00 eV. The HOMO-LUMO gap (alpha / beta) comes out at 7.283 / 2.961 eV.

Geometry as ORCA input:
```
! RIJCOSX wB97M-V def2-TZVPD def2/J DEFGRID3
* xyz 1 3
V -0.02 1.20 -1.75
C 1.59 2.13 -0.44
C 0.63 3.07 -1.03
C -0.24 2.21 0.98
C 1.06 1.71 0.84
C -0.60 2.90 -0.24
C 3.00 1.93 -0.87
H 3.10 2.00 -1.96
H 3.38 0.94 -0.56
H 3.65 2.70 -0.42
C 1.89 1.13 1.93
H 2.67 0.47 1.53
H 1.30 0.55 2.65
H 2.40 1.93 2.50
C -1.00 2.31 2.27
H -1.00 3.35 2.65
H -0.57 1.69 3.07
H -2.06 2.02 2.17
C -1.90 3.58 -0.48
H -1.76 4.55 -0.97
H -2.43 3.74 0.47
H -2.56 2.99 -1.12
C 0.81 3.81 -2.30
H 1.41 4.72 -2.15
H -0.15 4.13 -2.74
H 1.35 3.20 -3.05
C 0.20 -0.69 -1.80
C 1.18 0.02 -2.69
C 0.86 0.24 -4.15
C -0.40 1.06 -4.46
C -1.07 1.70 -3.27
C -1.85 0.89 -2.28
C -2.17 -0.55 -2.65
C -0.95 -1.45 -2.44
H 0.80 -0.75 -4.65
H -1.11 0.42 -5.03
H 1.73 0.74 -4.61
H -0.63 -1.90 -3.39
H 0.53 -1.05 -0.81
H 2.24 -0.12 -2.51
H -1.23 -2.29 -1.79
H -3.01 -0.92 -2.05
H -2.61 1.39 -1.66
H -2.50 -0.62 -3.70
H -0.11 1.86 -5.15
H -1.42 2.72 -3.47
P 2.16 -2.76 1.38
C 3.41 -2.30 2.59
H 4.17 -3.10 2.62
H 2.95 -2.18 3.59
H 3.90 -1.37 2.29
C 1.84 -4.51 1.72
H 2.77 -5.09 1.64
H 1.10 -4.87 1.00
H 1.44 -4.60 2.74
C 3.00 -2.67 -0.22
H 2.26 -2.73 -1.03
H 3.70 -3.51 -0.27
H 3.55 -1.72 -0.31
P -2.74 -0.94 1.33
C -4.32 -0.04 1.13
H -5.16 -0.75 1.20
H -4.29 0.41 0.12
H -4.40 0.75 1.89
C -3.12 -2.55 0.58
H -3.60 -2.40 -0.40
H -3.79 -3.06 1.28
H -2.18 -3.11 0.44
C -2.34 -1.25 3.08
H -3.05 -1.96 3.52
H -2.30 -0.28 3.60
H -1.31 -1.67 3.05
O 2.04 -1.91 5.18
Cl 0.55 -1.62 5.18
O 0.05 -1.73 6.57
O 0.35 -0.22 4.67
O 0.91 -1.92 1.38
*
```